No. 1
Entry from OMol25: a structure of composition C5H9NO in a non-equilibrium geometry (ωB97M-V with the def2-TZVPD basis set).

Structure (XYZ):
```
16
Properties=species:S:1:pos:R:3:lowdin_charge:R:1
C 2.72 0.39 0.21 -0.105
O 1.36 0.73 0.31 -0.184
C 0.52 -0.38 0.35 -0.234
C -0.94 0.12 0.41 -0.159
C -2.21 0.80 -1.56 0.113
C -1.86 -0.99 0.59 -0.270
N -2.58 -1.88 0.72 0.152
H 3.29 1.33 0.17 0.092
H 2.93 -0.19 -0.70 0.092
H 3.07 -0.19 1.09 0.092
H 0.73 -0.99 1.25 0.140
H 0.66 -1.04 -0.52 0.136
H -1.04 0.81 1.25 0.145
H -3.17 0.90 -1.01 -0.006
H -1.20 0.79 -0.60 0.000
H -2.28 -0.23 -1.97 -0.007
```

Calculated values
**Molar mass**: 99.13 g mol⁻¹
**Maximum force**: 0.0311 hartree/bohr
**2S+1**: 1
**Energy above the lowest of the compared OMol25 structures with the same formula, charge and spin**: 609.8 kJ/mol
**HOMO-LUMO gap (alpha / beta)**: 0.3071 / 0.3071 hartree

No. 2
Entry from OMol25: a cluster of 2 separate species, C5H9NO in total in a non-equilibrium geometry (ωB97M-V with the def2-TZVPD basis set).

Structure (XYZ):
```
16
Properties=species:S:1:pos:R:3:lowdin_charge:R:1
C -0.88 -1.49 0.14 0.003
C -0.24 -0.40 0.58 -0.178
C -0.36 0.94 -0.11 -0.369
C 0.91 1.81 -0.05 -0.060
C -1.49 1.63 0.54 -0.202
N -2.39 2.11 1.09 0.154
H -1.42 -1.49 -0.80 0.088
H -0.86 -2.42 0.69 0.078
H 0.30 -0.42 1.52 0.120
H -0.63 0.78 -1.16 0.148
H 1.72 1.34 -0.62 0.083
H 1.24 1.95 0.99 0.087
H 0.71 2.80 -0.47 0.085
O 1.13 -2.42 -1.18 -0.076
H 1.09 -1.61 -0.65 -0.003
H 1.18 -3.11 -0.51 0.042
```

Calculated values
**Molar mass**: 99.13 g mol⁻¹
**Maximum force**: 0.0207 hartree/bohr
**2S+1**: 1
**Energy above the lowest of the compared OMol25 structures with the same formula, charge and spin**: 193.2 kJ/mol
**HOMO-LUMO gap**: 0.4013 hartree

No. 3
Entry from OMol25: the molecule C5H9NO (ωB97M-V with the def2-TZVPD basis set).

Structure (XYZ):
```
16
Properties=species:S:1:pos:R:3:lowdin_charge:R:1
C -2.12 -0.55 2.36 -0.108
C -0.33 -0.57 0.79 -0.116
N -1.64 -0.62 0.99 -0.077
O -0.11 -0.38 -0.52 -0.068
C 1.25 -0.09 -0.77 -0.356
C 1.57 1.28 -1.26 -0.092
C 1.67 0.08 -2.18 -0.093
H -1.37 -1.03 2.99 0.077
H -2.21 0.50 2.67 0.079
H -3.08 -1.04 2.48 0.077
H -2.30 -0.44 0.24 0.138
H 1.90 -0.56 -0.05 0.133
H 0.73 1.95 -1.42 0.105
H 2.48 1.76 -0.91 0.099
H 0.91 -0.02 -2.94 0.105
H 2.65 -0.28 -2.46 0.100
```

Calculated values
**Molar mass**: 99.13 g mol⁻¹
**Maximum force**: 0.0122 hartree/bohr
**2S+1**: 1
**Energy above the lowest of the compared OMol25 structures with the same formula, charge and spin**: 323.7 kJ/mol
**HOMO-LUMO gap**: 0.3615 hartree

No. 4
Entry from OMol25: a structure of composition C5H9NO in a non-equilibrium geometry (ωB97M-V with the def2-TZVPD basis set).

Structure (XYZ):
```
16
Properties=species:S:1:pos:R:3:lowdin_charge:R:1
C -1.81 0.02 -0.36 -0.023
C -0.41 -0.42 -0.04 -0.480
O -0.21 -1.74 0.14 0.075
C 0.68 0.38 -0.14 -0.322
C 2.08 -0.15 0.02 -0.038
C 0.49 1.64 -0.80 -0.216
N 0.32 2.62 -1.38 0.146
H -1.99 1.08 -0.22 0.090
H -2.59 -0.53 0.16 0.089
H -1.91 -0.19 -1.43 0.105
H -0.76 0.01 2.02 0.101
H -1.03 -2.22 0.31 0.126
H -0.20 0.40 1.59 0.095
H 2.78 0.60 0.35 0.082
H 2.44 -0.53 -0.94 0.088
H 2.12 -0.98 0.72 0.079
```

Calculated values
**Molar mass**: 99.13 g mol⁻¹
**Maximum force**: 0.0537 hartree/bohr
**2S+1**: 1
**Energy above the lowest of the compared OMol25 structures with the same formula, charge and spin**: 308.4 kJ/mol
**HOMO-LUMO gap**: 0.3337 hartree

Q: Number 3 is which compound?
A: C5H9NO

Q: Among the records above, which one has the lowest energy above the lowest of the compared OMol25 structures with the same formula, charge and spin?
A: number 2